C28H69GaO25S8 | wB97M-V/def2-TZVPD

Values from the calculation:
total charge: -2
LUMO energy: 2.8 eV

Element x y z (Å)
C  3.53  -2.28  10.83
H  -8.33  -0.92  -0.12
H  4.16  -1.95  11.66
C  1.79  6.13  -5.01
C  6.28  -5.53  -3.12
H  -3.13  -2.33  -0.53
H  3.62  -4.40  11.28
H  8.12  5.29  -0.64
C  -0.57  9.08  -6.02
H  2.22  2.39  -1.92
H  0.57  -5.98  8.80
Ga  -1.98  -3.12  -2.81
O  -0.11  -4.92  -1.54
H  6.01  9.34  -1.07
H  -10.71  -1.41  -0.82
S  3.59  -2.83  3.05
H  4.27  9.62  -1.28
C  4.39  -5.11  5.24
H  5.59  -7.21  -4.27
O  -8.28  -2.50  -2.29
H  -2.63  -0.36  -3.60
H  -1.03  -1.38  -5.19
H  -2.51  4.48  -1.07
H  -4.15  -0.45  -2.55
H  4.15  -2.36  9.94
C  -10.20  -1.99  -0.04
H  -7.27  -4.20  -1.62
H  -0.67  6.85  -0.50
O  -0.56  2.74  -1.38
O  0.32  4.23  -3.20
H  -1.10  9.20  -5.06
C  5.16  -6.33  -3.77
H  2.54  5.86  -4.27
S  1.29  7.80  -4.70
C  5.02  8.90  -0.95
O  2.44  -5.14  -3.26
H  0.74  10.20  -7.31
C  1.98  3.32  -1.39
H  1.07  -5.55  7.14
H  6.29  -4.64  4.37
H  -4.03  -2.23  -4.21
O  2.37  -3.52  3.34
O  -6.35  -3.15  -3.35
S  0.32  3.77  -1.84
H  4.18  -6.00  4.64
S  3.16  -5.77  -2.18
H  -9.49  -0.25  1.03
H  -2.06  5.02  0.54
H  7.39  4.14  0.51
O  0.50  7.83  -3.49
O  -11.14  -2.49  0.92
O  5.97  6.71  -1.42
H  2.65  4.11  -1.70
C  -2.18  -1.99  -1.09
H  6.89  4.11  -1.21
H  2.33  -3.52  12.10
H  0.92  5.47  -4.92
C  -1.21  -4.97  -2.21
O  -1.80  -6.18  -2.51
H  7.05  -5.28  -3.86
O  2.43  8.66  -4.88
H  -3.00  6.09  -0.53
H  2.02  3.16  -0.32
H  -2.92  0.00  -0.43
C  3.70  -2.60  1.29
C  0.16  10.35  -6.40
O  3.95  -1.60  3.70
S  -12.23  -1.47  1.54
O  4.83  -3.88  3.19
H  3.93  7.13  -1.54
H  -9.76  -2.86  -0.53
C  5.32  -4.17  4.50
O  4.23  -6.81  -2.81
C  -5.05  -3.50  -2.71
H  3.44  -4.64  5.46
O  -12.96  -0.85  0.46
H  4.96  7.82  -2.79
H  4.84  -5.42  6.19
C  -2.20  5.35  -0.49
H  5.90  -4.60  -2.69
O  3.33  -5.69  9.01
H  2.78  -1.52  10.63
H  0.87  10.65  -5.62
H  -4.96  -2.88  -1.75
O  4.68  5.19  0.07
O  1.92  -3.98  10.16
O  6.38  6.77  1.04
H  -1.27  0.12  -1.24
O  2.87  -3.47  7.92
H  -1.29  -2.18  -0.39
S  5.92  5.90  -0.02
O  -11.60  -0.69  2.57
S  -0.42  -2.26  -4.31
C  -3.83  -3.25  -3.71
H  1.64  -7.57  -2.18
O  3.81  -5.00  -1.15
C  4.90  7.61  -1.72
H  4.65  -2.12  1.06
H  6.74  -6.10  -2.31
H  -14.04  -2.16  2.86
H  2.87  -1.97  0.99
H  4.88  8.74  0.12
H  -1.33  8.86  -6.77
H  -3.19  1.16  -2.72
H  3.63  -3.58  0.80
C  2.88  -3.61  11.15
H  2.70  -7.57  -0.73
C  0.91  -5.17  8.15
H  4.65  -5.74  -4.54
C  -7.34  -3.34  -2.36
S  2.46  -4.57  8.75
H  -3.90  -4.05  -4.54
H  0.19  -4.36  8.14
C  -0.91  5.94  -1.04
C  -13.26  -2.68  2.30
H  -12.65  -3.28  2.98
C  -2.29  -0.40  -1.31
H  -13.70  -3.31  1.53
O  0.30  7.96  -5.97
C  7.21  4.74  -0.39
O  0.19  5.05  -0.86
C  -9.10  -1.18  0.61
H  1.34  -6.41  -0.86
H  -1.01  6.20  -2.10
C  -3.11  0.03  -2.63
H  2.22  6.07  -6.01
H  -0.54  11.17  -6.55
H  -8.64  -1.74  1.43
H  -5.13  -4.63  -2.49
C  2.10  -6.96  -1.41
H  5.48  -3.24  5.06

---

C28H69N4O14P3S | wB97M-V/def2-TZVPD

Values from the calculation:
SMILES: CCOP(=O)(CCN(CCCCN)[C@H](N)[C@@](O[C@@](C[C@H]1CO1)(ON=O)[PH2]=S)([C@H](C)CC)P(=O)(O)O)OCC.CCO.CCO.CCO.CCO
LUMO energy: -0.1 eV

Element x y z (Å)
H  0.86  1.49  2.07
H  3.42  -0.87  -3.64
C  4.26  -2.68  1.04
O  6.40  1.37  -4.43
O  -1.58  2.97  2.56
C  -0.44  0.08  1.36
H  -0.92  3.59  2.90
H  -4.42  -1.94  0.48
H  3.65  1.22  6.59
H  -9.11  -0.53  -1.02
O  -8.18  0.05  0.70
H  -10.75  0.03  1.51
H  2.56  -1.08  0.09
H  -2.82  -2.37  4.66
H  1.75  -2.25  -1.06
H  0.78  3.93  -4.15
H  1.57  0.37  1.19
H  -5.16  1.12  2.59
C  -2.91  -1.70  3.78
P  -1.53  1.63  3.49
O  -2.82  -0.23  1.78
H  -0.91  -2.16  -1.14
C  -0.16  2.00  -3.76
H  2.49  2.04  -3.20
H  3.09  0.49  -4.84
O  -0.30  1.82  4.28
H  -3.35  -2.33  3.00
P  -4.92  -0.62  0.35
H  1.20  -1.31  5.67
H  1.26  -1.92  4.02
H  -1.04  -2.07  2.83
H  0.95  -2.04  1.87
O  0.39  0.72  -4.11
H  3.65  -1.36  2.51
C  -1.45  -1.22  3.39
N  -0.37  -1.09  0.55
H  -6.17  1.77  0.26
H  4.74  -1.92  0.40
C  8.58  1.53  -3.39
C  -10.59  0.07  0.43
H  -0.91  -2.01  5.31
C  -0.68  -1.09  4.73
C  -9.28  -0.59  0.05
O  3.35  0.59  4.01
H  8.65  2.60  -3.62
H  0.17  2.27  -2.74
H  4.58  0.46  -3.86
H  6.47  2.30  -4.66
C  2.84  1.09  -2.77
C  3.01  -2.98  -6.85
C  -1.60  0.08  2.47
C  0.67  -2.07  0.81
N  -2.66  2.49  -0.12
C  -5.52  2.37  0.91
P  0.62  -0.27  -2.81
H  7.63  -0.24  -4.17
H  4.94  -3.55  1.06
H  8.14  1.45  -2.39
O  0.87  -1.61  -3.36
H  5.31  0.05  4.30
H  -9.29  -1.65  0.34
H  4.84  2.11  5.65
H  1.56  -2.36  -5.36
C  4.39  0.15  4.88
H  -1.73  -0.16  -2.48
H  -10.57  1.13  0.15
H  0.25  -3.08  0.64
C  1.71  -2.29  -6.44
H  -1.26  1.97  -3.77
C  3.50  0.20  -3.86
O  -3.12  1.17  -0.17
H  3.99  -2.46  -5.25
H  -2.19  -1.17  -0.48
H  -6.10  -0.54  1.14
N  4.18  -2.23  2.44
H  2.98  -4.04  -6.58
H  9.58  1.11  -3.36
C  0.87  -1.09  4.64
C  -4.50  1.62  1.86
H  3.10  -3.85  -0.35
H  -3.99  2.48  2.30
H  -11.43  -0.41  -0.07
O  -5.10  3.63  0.48
C  2.90  -3.17  0.50
C  -6.14  3.62  1.56
H  -8.32  -0.01  1.65
H  3.60  1.46  3.67
C  0.37  3.09  -4.73
H  -0.90  0.93  -1.41
C  -3.61  0.66  1.04
H  -0.47  3.50  -5.31
H  5.37  0.78  6.70
C  -0.87  -0.10  -1.78
H  1.75  -1.23  -6.69
H  8.15  0.91  -5.41
H  -6.97  4.12  1.07
O  -2.68  2.93  -1.20
N  0.86  0.48  1.92
H  -5.56  4.05  2.38
H  -0.72  0.94  0.71
O  1.85  0.40  -1.97
H  1.29  -0.11  4.39
O  -2.78  1.77  4.53
H  1.13  2.68  -5.42
C  4.58  1.12  6.03
C  7.72  0.82  -4.41
C  1.97  -2.00  -0.02
H  3.75  -2.96  3.00
H  -3.46  1.10  4.37
H  4.10  -0.84  5.25
H  -3.56  -0.88  4.09
O  4.12  -2.37  -6.20
C  -1.11  -1.17  -0.69
S  -5.30  -0.34  -1.54
H  0.86  -2.75  -6.94
H  3.17  -2.89  -7.92
H  3.64  1.36  -2.07
H  2.35  -3.77  1.25
H  -1.01  -0.27  5.38

---

These records have frontier orbital gap values of 3.0, 8.2 eV, in the order they appear.